# 1
An isolated ion of composition C4H11N2 and charge +2 in a non-equilibrium geometry, computed with the ωB97M-V functional and the def2-TZVPD basis.

## Properties
ΔE to the lowest compared entry with this formula, charge and spin (eV): 1.073
Spin multiplicity: 2
Orbital gap (alpha / beta) (eV): 11.52 / 7.20
Charge: +2
Lowest unoccupied orbital energy (alpha / beta) (eV): -7.245 / -11.569

CARTESIAN COORDINATES (ANGSTROEM)
C (1.896, 0.096, -0.257)
C (0.596, -0.105, 0.562)
C (-0.592, -0.104, -0.370)
C (-1.820, 0.153, 0.052)
N (-3.055, -0.472, -0.450)
N (3.036, 0.525, 0.469)
H (2.144, -0.837, -0.778)
H (1.681, 0.829, -1.050)
H (0.621, -1.024, 1.150)
H (0.536, 0.716, 1.285)
H (-0.409, -0.487, -1.374)
H (-1.927, 0.619, 1.023)
H (-3.640, 0.138, -1.027)
H (-3.634, -0.785, 0.337)
H (-2.829, -1.325, -0.968)
H (3.894, 0.486, -0.082)
H (2.945, 0.894, 1.414)

These are the natural (NBO) partial charges, in e, on atoms 1 to 2:
1. C -0.3098
2. C -0.4550

=====

# 2
An isolated ion of composition C4H11N2O and charge -1 in a non-equilibrium geometry, computed with the ωB97M-V functional and the def2-TZVPD basis.

## Properties
ΔE to the lowest compared entry with this formula, charge and spin (eV): 1.533
Spin multiplicity: 1
Orbital gap (eV): 6.76
SMILES: NCCNCC[O-]
Charge: -1
Lowest unoccupied orbital energy (eV): 4.122

CARTESIAN COORDINATES (ANGSTROEM)
N (-0.535, 2.941, 0.385)
C (-0.102, 1.648, -0.277)
C (-0.897, 0.462, 0.265)
N (-0.074, -0.565, 0.906)
C (0.997, -1.088, 0.046)
C (0.488, -2.342, -0.766)
O (-0.682, -2.799, -0.257)
H (0.200, 3.169, 1.042)
H (-1.308, 2.736, 1.015)
H (-0.304, 1.765, -1.325)
H (0.954, 1.624, -0.054)
H (-1.516, -0.023, -0.506)
H (-1.569, 0.782, 1.063)
H (-0.621, -1.446, 0.959)
H (1.826, -1.431, 0.666)
H (1.403, -0.296, -0.577)
H (0.400, -2.080, -1.851)
H (1.339, -3.058, -0.733)

These are the natural (NBO) partial charges, in e, on atoms 1 to 2:
1. N -0.8440
2. C -0.2333

=====

# 3
An isolated ion of composition C4H11N2O and charge -1 in a non-equilibrium geometry, computed with the ωB97M-V functional and the def2-TZVPD basis.

## Properties
ΔE to the lowest compared entry with this formula, charge and spin (eV): 2.166
Spin multiplicity: 1
Orbital gap (eV): 6.46
SMILES: C[C@@H](CN)NC[O-]
Charge: -1
Lowest unoccupied orbital energy (eV): 3.799

CARTESIAN COORDINATES (ANGSTROEM)
C (0.619, -1.484, -0.401)
C (-0.149, -0.116, -0.198)
C (-0.419, 0.006, 1.301)
N (-1.293, -0.961, 2.010)
N (0.739, 0.924, -0.624)
C (0.033, 1.998, -1.477)
O (-0.112, 1.650, -2.769)
H (1.020, -1.561, -1.446)
H (1.522, -1.566, 0.244)
H (0.019, -2.429, -0.175)
H (-0.995, -0.156, -0.827)
H (-0.649, 1.072, 1.515)
H (0.595, 0.007, 2.013)
H (-0.746, -1.349, 2.794)
H (-1.526, -1.743, 1.426)
H (1.583, 0.775, -1.233)
H (0.817, 2.824, -1.268)
H (-1.056, 2.109, -0.884)

These are the natural (NBO) partial charges, in e, on atoms 1 to 2:
1. C -0.6152
2. C -0.0914

=====

# 4
An isolated ion of composition C4H11N2O and charge -1 in a non-equilibrium geometry, computed with the ωB97M-V functional and the def2-TZVPD basis.

## Properties
ΔE to the lowest compared entry with this formula, charge and spin (eV): 2.630
Spin multiplicity: 1
Orbital gap (eV): 5.91
SMILES: NCNCCC[O-]
Charge: -1
Lowest unoccupied orbital energy (eV): 3.845

CARTESIAN COORDINATES (ANGSTROEM)
N (2.978, 0.268, 0.332)
C (1.791, 1.070, 0.256)
N (0.485, 0.361, 0.486)
C (-0.341, 0.317, -0.792)
C (-1.805, -0.086, -0.422)
C (-1.932, -1.345, 0.452)
O (-2.887, -2.213, -0.148)
H (2.905, -0.404, -0.450)
H (2.774, -0.347, 1.107)
H (1.786, 1.401, -0.816)
H (1.989, 1.945, 0.901)
H (-0.163, 0.501, 1.299)
H (0.254, -0.317, -1.438)
H (-0.245, 1.364, -1.323)
H (-2.202, 0.846, 0.029)
H (-2.348, -0.418, -1.391)
H (-0.818, -1.606, 0.415)
H (-2.220, -1.336, 1.504)

These are the natural (NBO) partial charges, in e, on atoms 1 to 2:
1. N -0.8313
2. C -0.0525

=====

# 5
C4H11N2O as an isolated structure in a non-equilibrium geometry, computed with the ωB97M-V functional and the def2-TZVPD basis.

## Properties
ΔE to the lowest compared entry with this formula, charge and spin (eV): 5.089
Spin multiplicity: 1
Orbital gap (eV): 9.46
Charge: +1
Lowest unoccupied orbital energy (eV): -3.698

CARTESIAN COORDINATES (ANGSTROEM)
C (2.222, -0.711, -0.105)
C (1.070, -1.665, -0.493)
C (1.202, 0.344, -0.185)
C (1.307, 1.764, -0.160)
N (-3.308, 0.223, 0.693)
N (0.211, -0.516, -0.236)
O (-2.657, -0.225, -0.415)
H (2.315, -1.018, 0.964)
H (3.099, -0.697, -0.784)
H (0.903, -2.045, -1.536)
H (0.892, -2.485, 0.261)
H (0.224, 2.137, -0.021)
H (1.711, 2.108, -1.169)
H (2.105, 2.213, 0.480)
H (-2.566, 0.586, 1.307)
H (-3.978, -0.411, 1.212)
H (-0.884, -0.557, -0.145)
H (-3.867, 0.953, 0.333)

These are the natural (NBO) partial charges, in e, on atoms 1 to 2:
1. C -0.4801
2. C -0.2062

=====

# 6
C4H11N2O as an isolated structure in a non-equilibrium geometry, computed with the ωB97M-V functional and the def2-TZVPD basis.

## Properties
ΔE to the lowest compared entry with this formula, charge and spin (eV): 2.893
Spin multiplicity: 1
Orbital gap (eV): 10.98
Charge: +1
Lowest unoccupied orbital energy (eV): -3.907

CARTESIAN COORDINATES (ANGSTROEM)
C (-1.664, -1.097, 0.570)
C (-2.203, 1.159, 0.103)
N (-1.347, 0.227, -0.009)
H (-1.151, -1.267, 1.520)
H (-1.456, -1.934, -0.108)
H (-2.738, -1.245, 0.754)
H (-3.144, 0.902, 0.616)
H (-1.924, 2.156, -0.237)
H (-0.031, 0.410, -0.187)
C (1.956, 1.039, 0.633)
N (1.215, 0.405, -0.415)
C (1.659, -0.929, -0.946)
O (2.790, 0.559, 1.386)
H (1.720, 2.109, 0.718)
H (1.005, 1.091, -1.140)
H (2.705, -0.854, -1.324)
H (1.021, -1.115, -1.817)
H (1.587, -1.617, -0.118)

These are the natural (NBO) partial charges, in e, on atoms 1 to 2:
1. C -0.4649
2. C 0.0685